Computed, not measured: C21H23FN4O in the gas phase at a distorted geometry, with ωB97M-V/def2-TZVPD.

Each atom is followed by the atoms it is bonded to, with distances in Å.
Atoms and positions in Å:
1 H 3.8037 0.8672 -2.4628  N2 0.991
2 N 4.0298 -0.0951 -2.3904  H1 0.991, C3 1.270
3 C 3.1592 -0.9018 -1.9388  N2 1.270, C4 1.516, C26 1.542
4 C 1.7651 -0.3549 -1.7053  C3 1.516, C5 1.452, C23 1.406
5 C 1.0674 -0.6358 -0.4638  C4 1.452, C6 1.402, H29 1.059
6 C -0.2022 -0.1735 -0.0905  C5 1.402, C7 1.483, C21 1.468
7 C -0.8196 -0.7462 1.1298  C6 1.483, C8 1.385, C13 1.372
8 C -0.8446 -2.1285 1.2171  C7 1.385, C9 1.398, H30 1.070
9 C -1.3918 -2.7719 2.3308  C8 1.398, C10 1.397, H31 1.092
10 C -1.8952 -1.9180 3.3157  C9 1.397, F11 1.353, C12 1.376
11 F -2.6289 -2.5172 4.2816  C10 1.353
12 C -1.9304 -0.5488 3.1821  C10 1.376, C13 1.384, N20 1.378
13 C -1.3981 0.0728 2.0660  C7 1.372, C12 1.384, N14 1.430
14 N -1.3610 1.4721 1.7721  C13 1.430, C15 1.515, H32 1.004
15 C -2.2538 2.3988 2.5709  N14 1.515, C16 1.532, C17 1.460, H33 1.100
16 C -2.1491 3.6988 1.7665  C15 1.532, H34 1.115, H35 1.153, H36 1.073
17 C -1.7816 2.4946 3.9496  C15 1.460, C18 1.492, H37 1.115, H38 1.084
18 C -2.3190 1.3467 4.7364  C17 1.492, O19 1.257, N20 1.366
19 O -2.7883 1.5606 5.8831  C18 1.257
20 N -2.5292 0.0881 4.2479  C12 1.378, C18 1.366, H39 1.005
21 C -0.8973 0.6769 -1.0653  C6 1.468, C22 1.437, H40 1.044
22 C -0.2483 0.9531 -2.3167  C21 1.437, C23 1.379, H41 1.134
23 C 0.9448 0.3307 -2.6188  C4 1.406, C22 1.379, N24 1.355
24 N 1.4970 0.4922 -3.8451  C23 1.355, C25 1.463, H42 1.063
25 C 1.2273 1.5005 -4.8704  N24 1.463, H43 1.129, H44 1.111, H45 1.120
26 C 3.5162 -2.3994 -2.0199  C3 1.542, C27 1.562, C28 1.567, H46 1.075
27 C 2.3729 -3.4574 -1.9045  C26 1.562, C28 1.490, H47 1.039, H48 1.054
28 C 3.1915 -3.4353 -3.1497  C26 1.567, C27 1.490, H49 1.046, H50 1.101
29 H 1.4472 -1.2060 0.3432  C5 1.059
30 H -0.4499 -2.6866 0.3935  C8 1.070
31 H -1.4273 -3.8326 2.5889  C9 1.092
32 H -1.1290 1.6565 0.8125  N14 1.004
33 H -3.3060 2.0916 2.4750  C15 1.100
34 H -2.8020 3.7064 0.8631  C16 1.115
35 H -1.0911 3.8448 1.3323  C16 1.153
36 H -2.4224 4.5244 2.3943  C16 1.073
37 H -0.6679 2.4398 3.9408  C17 1.115
38 H -2.0463 3.4909 4.2858  C17 1.084
39 H -3.0580 -0.4516 4.9099  N20 1.005
40 H -1.8426 1.0801 -0.8827  C21 1.044
41 H -0.8737 1.5645 -3.0388  C22 1.134
42 H 1.9503 -0.3757 -4.2592  N24 1.063
43 H 0.5294 1.2521 -5.7223  C25 1.129
44 H 0.8475 2.4505 -4.4380  C25 1.111
45 H 2.1883 1.7190 -5.4025  C25 1.120
46 H 4.5058 -2.5032 -1.6131  C26 1.075
47 H 1.3570 -3.2411 -1.8980  C27 1.039
48 H 2.5853 -4.2455 -1.2381  C27 1.054
49 H 3.8879 -4.1604 -3.4380  C28 1.046
50 H 2.6812 -2.9871 -4.0163  C28 1.101

ΔE to the lowest compared entry with this formula, charge and spin ... 88.0 kcal/mol
Structure (SMILES) ... [H]/N=C(\c1cc(-c2ccc(F)c3c2N[C@H](C)CC(=O)N3)ccc1NC)C1CC1
Lowest unoccupied orbital energy ... 0.4399 eV
Frontier orbital gap ... 8.2 eV